Entry 1:
{
  "formula": "C22H66O22",
  "method": "ωB97M-V with the def2-TZVPD basis set",
  "symbols": ["C", "C", "O", "O", "H", "H", "H", "H", "H", "H", "C", "C", "O", "O", "H", "H", "H", "H", "H", "H", "C", "C", "O", "O", "H", "H", "H", "H", "H", "H", "C", "C", "O", "O", "H", "H", "H", "H", "H", "H", "C", "C", "O", "O", "H", "H", "H", "H", "H", "H", "C", "C", "O", "O", "H", "H", "H", "H", "H", "H", "C", "C", "O", "O", "H", "H", "H", "H", "H", "H", "C", "C", "O", "O", "H", "H", "H", "H", "H", "H", "C", "C", "O", "O", "H", "H", "H", "H", "H", "H", "C", "C", "O", "O", "H", "H", "H", "H", "H", "H", "C", "C", "O", "O", "H", "H", "H", "H", "H", "H"],
  "coordinates": [[5.029, 2.117, -1.502], [5.761, 2.230, -0.052], [5.269, 3.209, 0.768], [5.109, 3.381, -2.114], [3.978, 2.044, -1.221], [5.346, 1.246, -2.076], [6.816, 2.479, -0.165], [5.683, 1.270, 0.459], [5.622, 3.108, 1.655], [4.800, 4.012, -1.460], [-0.358, -3.965, 2.946], [-1.080, -4.139, 1.645], [-0.526, -3.117, 0.841], [-1.036, -3.088, 3.783], [0.721, -3.834, 2.867], [-0.466, -4.929, 3.442], [-2.145, -3.908, 1.630], [-0.963, -5.062, 1.077], [-0.907, -3.144, -0.040], [-1.366, -2.293, 3.358], [-1.200, -4.700, -1.839], [-1.149, -5.647, -2.918], [-0.314, -5.151, -3.856], [-1.712, -3.395, -2.247], [-0.305, -4.566, -1.231], [-1.861, -5.260, -1.177], [-2.130, -5.875, -3.334], [-0.757, -6.556, -2.462], [-0.769, -4.505, -4.401], [-2.501, -3.519, -2.780], [0.446, -0.111, -1.205], [-1.135, -0.222, -0.927], [-1.494, -0.092, 0.437], [0.889, 1.018, -1.841], [0.808, -0.947, -1.805], [1.052, -0.229, -0.307], [-1.687, -1.076, -1.318], [-1.519, 0.692, -1.380], [-1.209, -0.857, 0.943], [1.424, 1.559, -1.256], [3.705, -3.093, -2.026], [2.500, -4.020, -2.112], [2.654, -5.368, -1.614], [4.821, -3.756, -2.500], [4.054, -2.745, -1.054], [3.513, -2.096, -2.423], [2.265, -4.020, -3.176], [1.658, -3.625, -1.543], [3.113, -5.941, -2.233], [5.443, -3.064, -2.736], [1.593, 4.126, -0.792], [2.158, 5.530, -0.607], [3.581, 5.205, -0.345], [1.464, 3.592, 0.536], [2.282, 3.460, -1.310], [0.600, 4.114, -1.242], [1.913, 5.987, 0.352], [1.971, 6.246, -1.407], [3.669, 4.564, 0.364], [0.510, 3.483, 0.538], [-0.261, 0.206, 3.742], [0.021, 0.171, 5.289], [-0.928, 0.899, 6.049], [-1.519, -0.383, 3.522], [0.339, -0.503, 3.171], [-0.249, 1.164, 3.223], [1.007, 0.557, 5.547], [-0.117, -0.835, 5.685], [-0.932, 0.453, 6.899], [-2.169, 0.241, 3.853], [-3.367, 3.814, 1.539], [-1.882, 3.228, 1.758], [-1.066, 3.758, 0.745], [-3.392, 5.197, 1.497], [-3.842, 3.348, 2.402], [-3.875, 3.375, 0.680], [-1.753, 2.146, 1.784], [-1.632, 3.687, 2.715], [-1.597, 4.511, 0.476], [-4.195, 5.585, 1.141], [-3.926, 0.644, -6.150], [-2.687, 0.581, -5.156], [-2.696, -0.730, -4.491], [-3.484, 0.047, -7.373], [-4.344, 1.620, -6.394], [-4.800, 0.161, -5.713], [-2.713, 1.350, -4.384], [-1.664, 0.543, -5.531], [-2.947, -0.691, -3.565], [-4.228, -0.033, -7.975], [2.817, 1.150, 2.630], [2.336, 2.489, 3.172], [2.574, 2.565, 4.558], [4.226, 1.043, 2.643], [2.388, 1.022, 1.636], [2.389, 0.357, 3.243], [1.373, 2.846, 2.806], [2.935, 3.329, 2.821], [2.626, 3.502, 4.759], [4.612, 0.216, 2.346], [-4.846, -1.808, 0.539], [-4.639, -0.655, 1.570], [-5.059, 0.726, 1.297], [-4.199, -1.517, -0.648], [-5.844, -1.809, 0.101], [-4.459, -2.757, 0.910], [-3.593, -0.381, 1.707], [-4.996, -0.882, 2.575], [-6.018, 0.758, 1.304], [-3.357, -1.062, -0.564]],
  "mulliken_charge": [-0.149, -0.271, -0.463, -0.583, -0.054, 0.395, 0.334, 0.219, 0.256, 0.410, -0.686, -0.107, -0.257, -0.530, 0.245, 0.372, 0.062, 0.502, -0.100, 0.253, 0.246, -0.874, -0.486, -0.311, 0.034, 0.143, 0.383, 0.370, 0.326, 0.248, -0.339, 0.281, 0.663, -0.622, 0.207, 0.175, -0.460, 0.305, -0.322, 0.075, -0.481, 0.400, -0.597, -0.534, 0.394, 0.341, 0.244, -0.338, 0.326, 0.309, -0.313, -0.388, -0.640, -0.035, 0.026, 0.443, 0.211, 0.336, 0.212, 0.291, 0.128, -0.633, -0.561, -0.494, 0.190, 0.062, 0.338, 0.379, 0.330, 0.299, -0.827, 0.284, -0.492, -0.538, 0.388, 0.432, -0.291, 0.254, 0.298, 0.324, -0.373, -0.464, -0.433, -0.516, 0.362, 0.268, 0.304, 0.309, 0.248, 0.284, 0.233, -0.445, -0.573, -0.598, -0.113, 0.352, 0.027, 0.495, 0.346, 0.319, -0.287, 0.072, -0.452, -0.516, 0.313, 0.136, -0.267, 0.458, 0.245, 0.301],
  "homo_ha": -0.346,
  "largest_force_ev_per_a": 4.1,
  "lumo_energy_ev": 0.31,
  "orbital_gap_ev": 9.74,
  "energy_ev": -68919.016,
  "de_lowest_kj_mol": 578.4
}

---

Entry 2:
{
  "formula": "C22H66O22",
  "method": "ωB97M-V with the def2-TZVPD basis set",
  "symbols": ["C", "C", "O", "O", "H", "H", "H", "H", "H", "H", "C", "C", "O", "O", "H", "H", "H", "H", "H", "H", "C", "C", "O", "O", "H", "H", "H", "H", "H", "H", "C", "C", "O", "O", "H", "H", "H", "H", "H", "H", "C", "C", "O", "O", "H", "H", "H", "H", "H", "H", "C", "C", "O", "O", "H", "H", "H", "H", "H", "H", "C", "C", "O", "O", "H", "H", "H", "H", "H", "H", "C", "C", "O", "O", "H", "H", "H", "H", "H", "H", "C", "C", "O", "O", "H", "H", "H", "H", "H", "H", "C", "C", "O", "O", "H", "H", "H", "H", "H", "H", "C", "C", "O", "O", "H", "H", "H", "H", "H", "H"],
  "coordinates": [[-5.695, 2.193, -0.610], [-4.361, 1.930, -1.151], [-3.502, 1.374, -0.098], [-5.880, 3.548, -0.090], [-5.907, 1.532, 0.231], [-6.395, 2.027, -1.429], [-3.787, 2.804, -1.457], [-4.369, 1.235, -1.990], [-3.679, 1.892, 0.690], [-5.129, 3.830, 0.437], [-1.995, -2.735, -3.851], [-1.258, -4.030, -3.551], [-1.229, -4.775, -4.767], [-1.175, -1.723, -4.456], [-2.312, -2.313, -2.897], [-2.960, -2.874, -4.337], [-1.814, -4.667, -2.863], [-0.192, -3.988, -3.328], [-2.145, -4.862, -5.042], [-0.284, -2.019, -4.656], [0.357, -3.777, 3.880], [0.832, -5.138, 3.263], [2.148, -5.370, 3.868], [1.094, -2.697, 3.462], [0.342, -3.964, 4.954], [-0.674, -3.530, 3.629], [0.826, -5.098, 2.174], [0.240, -5.987, 3.604], [2.204, -6.328, 3.834], [1.977, -2.974, 3.718], [3.989, 3.069, -0.714], [5.038, 3.865, 0.080], [5.324, 5.203, -0.399], [2.685, 3.545, -0.397], [3.999, 2.009, -0.462], [4.212, 3.214, -1.771], [5.904, 3.204, 0.046], [4.948, 3.840, 1.166], [4.648, 5.730, 0.033], [2.112, 2.778, -0.469], [0.108, -0.762, 0.217], [-0.258, 0.253, -0.953], [0.938, 0.894, -1.395], [0.637, -0.126, 1.327], [0.975, -1.333, -0.115], [-0.711, -1.401, 0.547], [-0.930, 1.040, -0.610], [-0.596, -0.298, -1.831], [1.207, 0.549, -2.249], [0.721, -0.719, 2.077], [2.200, 2.928, -4.656], [1.701, 2.734, -6.176], [2.837, 2.801, -7.044], [2.882, 1.775, -4.218], [1.300, 2.974, -4.043], [2.958, 3.679, -4.430], [0.976, 3.435, -6.589], [1.171, 1.785, -6.264], [2.684, 2.736, -7.990], [3.665, 2.006, -3.713], [-2.282, -5.264, 0.869], [-3.377, -4.714, 0.017], [-3.170, -3.344, -0.362], [-0.931, -5.002, 0.324], [-2.375, -6.350, 0.878], [-2.054, -4.812, 1.834], [-4.202, -4.866, 0.713], [-3.321, -5.265, -0.921], [-4.009, -3.132, -0.777], [-0.632, -4.101, 0.466], [-1.326, 1.039, 5.592], [-1.055, 2.326, 6.432], [-1.332, 3.492, 5.816], [-0.458, 1.028, 4.452], [-2.350, 0.946, 5.230], [-1.067, 0.232, 6.278], [-0.004, 2.547, 6.618], [-1.556, 2.257, 7.397], [-0.494, 3.594, 5.360], [-0.747, 0.346, 3.841], [4.674, -0.856, -4.502], [5.758, 0.093, -3.957], [5.364, 1.349, -3.465], [3.803, -0.982, -3.386], [5.164, -1.689, -5.005], [4.127, -0.175, -5.154], [6.582, 0.280, -4.645], [6.196, -0.364, -3.069], [6.125, 1.933, -3.440], [3.473, -0.094, -3.233], [-4.282, -1.451, 2.766], [-2.801, -1.754, 2.958], [-2.197, -0.555, 2.811], [-4.755, -1.411, 1.398], [-4.533, -0.504, 3.244], [-4.883, -2.251, 3.199], [-2.413, -2.555, 2.328], [-2.630, -2.137, 3.964], [-1.902, -0.358, 1.919], [-4.333, -0.587, 1.144], [0.631, 3.078, 2.315], [0.510, 4.566, 1.900], [1.601, 5.388, 1.965], [0.918, 3.066, 3.780], [1.452, 2.621, 1.763], [-0.254, 2.545, 1.968], [-0.286, 5.053, 2.463], [0.177, 4.560, 0.862], [2.127, 5.107, 2.717], [0.726, 2.204, 4.157]],
  "mulliken_spin": [0.000, 0.000, 0.000, 0.000, 0.000, 0.000, 0.000, 0.000, 0.000, 0.000, 0.000, 0.000, 0.000, 0.000, 0.000, 0.000, 0.000, 0.000, 0.000, 0.000, 0.000, 0.000, 0.000, 0.000, 0.000, 0.000, 0.000, 0.000, 0.000, 0.000, 0.034, 0.019, 0.033, 0.288, -0.001, 0.028, 0.001, 0.007, -0.002, -0.007, 0.001, 0.000, 0.000, 0.001, 0.000, 0.000, 0.000, 0.000, 0.000, 0.001, 0.000, 0.000, 0.000, 0.001, 0.000, 0.000, 0.000, 0.000, 0.000, -0.001, 0.000, 0.000, 0.000, 0.000, 0.000, 0.000, 0.000, 0.000, 0.000, 0.000, 0.001, -0.001, 0.008, 0.003, 0.000, 0.000, 0.000, 0.001, -0.001, 0.000, 0.000, 0.000, 0.002, 0.000, 0.000, 0.000, 0.000, 0.000, 0.000, 0.000, 0.000, 0.000, 0.000, 0.000, 0.000, 0.000, 0.000, 0.000, 0.000, 0.000, 0.000, 0.051, 0.298, 0.109, 0.046, 0.006, 0.078, 0.008, -0.011, -0.002],
  "charge": 1,
  "homo_ha": [-0.434, -0.434],
  "largest_force_ev_per_a": 4.5,
  "lumo_energy_ev": [-2.13, -8.97],
  "s2": 0.7558,
  "orbital_gap_ev": [9.68, 2.84],
  "energy_ev": -68910.232,
  "de_lowest_kj_mol": 357.0,
  "spin_multiplicity": 2
}